[1]
C4H11NO3 | ωB97M-V/def2-TZVPD

Results
E_HOMO (eV): -9.635
2S+1: 1
Strongest force on any atom (Eh/bohr): 0.0614
Frontier orbital gap (eV): 10.403
Energy relative to the best compared isomer or geometry (same formula, charge and spin) (kJ/mol): 245.5
Calculated total energy (Eh): -439.432410
LUMO level (eV): 0.8

CARTESIAN COORDINATES (ANGSTROEM)
C (-2.047, 0.444, -0.466)
O (-0.801, 0.066, -1.059)
C (0.451, 0.893, -1.031)
C (0.336, 2.156, -0.237)
O (1.325, 0.646, -1.830)
H (-2.665, 0.988, -1.186)
H (-1.919, 1.023, 0.452)
H (-2.560, -0.482, -0.188)
H (-0.430, 2.802, -0.671)
H (0.116, 1.922, 0.805)
H (1.287, 2.692, -0.294)
N (0.815, -2.345, 0.107)
C (1.029, -1.149, 0.880)
O (0.631, -1.382, 2.206)
H (1.686, -2.600, -0.357)
H (0.174, -2.115, -0.655)
H (2.075, -0.835, 0.838)
H (0.188, -0.426, 0.486)
H (0.308, -2.299, 2.201)

---

[2]
C3H4N2 | ωB97M-V/def2-TZVPD

Results
E_HOMO (spin up / spin down) (eV): -3.954 / -10.807
2S+1: 3
Strongest force on any atom (Eh/bohr): 0.2123
Frontier orbital gap (spin up / spin down) (eV): 4.714 / 8.018
Energy relative to the best compared isomer or geometry (same formula, charge and spin) (kJ/mol): 283.5
Calculated total energy (Eh): -225.919235
LUMO level (spin up / spin down) (eV): 0.8 / -2.8

CARTESIAN COORDINATES (ANGSTROEM)
C (0.728, -1.107, -1.173)
C (-0.098, -0.069, 0.993)
C (-0.401, 0.902, -0.113)
N (1.251, -1.812, -1.932)
N (0.024, -0.419, -0.364)
H (0.823, 0.082, 1.643)
H (-1.011, -0.472, 1.597)
H (-1.545, 1.208, -0.385)
H (0.229, 1.686, -0.265)

---

[3]
C24H32NOOs | ωB97M-V/def2-TZVPD

Results
E_HOMO (spin up / spin down) (eV): 0.602 / -5.377
2S+1: 5
Strongest force on any atom (Eh/bohr): 0.1464
Frontier orbital gap (spin up / spin down) (eV): 0.623 / 6.724
Charge: -1
Calculated total energy (Eh): -1154.061226
LUMO level (spin up / spin down) (eV): 1.2 / 1.3

CARTESIAN COORDINATES (ANGSTROEM)
Os (0.161, 1.052, -0.241)
C (1.875, 2.162, -0.638)
C (2.145, 0.779, -0.803)
C (1.300, 0.281, -1.815)
H (2.901, 0.232, -0.259)
C (0.486, 1.341, -2.267)
C (0.833, 2.498, -1.533)
H (0.393, 3.482, -1.645)
H (2.374, 2.827, 0.059)
H (1.299, -0.736, -2.194)
H (-0.259, 1.286, -3.055)
C (-0.991, 1.505, 1.905)
C (-0.788, 2.564, 0.958)
C (-1.713, 2.332, -0.135)
H (-0.173, 3.448, 1.098)
C (-2.570, 1.256, 0.254)
C (-2.077, 0.703, 1.447)
H (-2.490, -0.167, 1.961)
H (-0.475, 1.415, 2.862)
H (-1.863, 2.985, -0.992)
H (-3.525, 1.020, -0.215)
O (-2.305, -0.521, -1.812)
C (-3.221, -0.634, -2.904)
C (-2.842, -2.124, -3.169)
C (-2.926, 0.292, -4.060)
C (-4.659, -0.511, -2.434)
C (-2.013, -1.952, -1.906)
H (-2.204, -2.261, -4.045)
H (-3.706, -2.775, -3.095)
H (-2.404, -2.464, -1.017)
H (-0.943, -2.123, -2.051)
H (-3.388, -0.138, -4.960)
H (-1.847, 0.394, -4.217)
H (-3.399, 1.262, -3.858)
H (-5.319, -0.999, -3.160)
H (-4.940, 0.545, -2.389)
H (-4.802, -0.978, -1.454)
C (4.614, 1.437, 2.647)
N (3.709, 0.447, 2.097)
C (4.323, -0.843, 1.862)
C (2.357, 0.539, 2.598)
C (1.496, -0.681, 2.347)
C (1.665, -1.762, 3.222)
C (0.980, -2.958, 3.028)
C (0.057, -3.052, 1.986)
C (-0.170, -1.937, 1.155)
C (0.556, -0.787, 1.334)
H (5.548, 1.433, 2.071)
H (4.865, 1.223, 3.705)
H (4.154, 2.432, 2.599)
H (4.484, -1.425, 2.787)
H (3.730, -1.450, 1.165)
H (5.305, -0.646, 1.409)
H (2.378, 0.743, 3.687)
H (1.910, 1.448, 2.152)
H (2.371, -1.652, 4.050)
H (1.169, -3.804, 3.691)
H (-0.495, -3.977, 1.816)
H (-0.927, -2.007, 0.372)

---

[4]
C5H10N2 | ωB97M-V/def2-TZVPD

Results
E_HOMO (eV): -8.384
2S+1: 1
Strongest force on any atom (Eh/bohr): 0.0953
Frontier orbital gap (eV): 9.409
Energy relative to the best compared isomer or geometry (same formula, charge and spin) (kJ/mol): 302.9
Calculated total energy (Eh): -305.908477
LUMO level (eV): 1.0

CARTESIAN COORDINATES (ANGSTROEM)
C (0.223, -1.777, -0.562)
C (0.611, -0.345, 0.021)
C (-0.024, 0.826, -0.565)
C (-0.237, 1.987, 0.536)
N (-0.384, 1.146, 1.771)
N (-1.224, -0.002, 1.722)
C (0.214, -0.123, 1.525)
H (-0.826, -1.645, -0.899)
H (0.362, -2.579, 0.184)
H (0.714, -2.018, -1.409)
H (1.746, -0.363, -0.026)
H (-1.058, 0.533, -0.893)
H (0.246, 1.398, -1.409)
H (0.730, 2.546, 0.642)
H (-1.064, 2.615, 0.261)
H (-1.798, -0.062, 0.876)
H (0.821, -0.450, 2.248)

---

[5]
C25H32Ge2OS4SeV | ωB97M-V/def2-TZVPD

Results
E_HOMO (eV): -4.542
2S+1: 1
Strongest force on any atom (Eh/bohr): 0.0091
Frontier orbital gap (eV): 7.084
Energy relative to the best compared isomer or geometry (same formula, charge and spin) (kJ/mol): 0.0
Charge: -1
Calculated total energy (Eh): -10139.147228
LUMO level (eV): 2.5

CARTESIAN COORDINATES (ANGSTROEM)
V (-0.895, 1.207, -0.084)
S (-1.429, -1.100, 0.409)
S (-2.677, -0.480, -1.127)
S (-3.650, 1.230, -0.456)
S (-2.397, 2.785, -1.018)
C (-3.016, -1.726, 4.617)
Ge (-4.543, -0.629, 4.059)
C (-5.027, -1.075, 2.221)
C (-6.056, -1.008, 5.267)
C (-4.122, 1.291, 4.115)
Se (-2.513, 1.727, 3.081)
C (-1.205, 1.470, 4.491)
H (-3.306, -2.779, 4.603)
H (-2.685, -1.477, 5.627)
H (-2.185, -1.592, 3.925)
H (-5.220, -2.144, 2.119)
H (-4.204, -0.813, 1.555)
H (-5.921, -0.530, 1.914)
H (-6.315, -2.068, 5.238)
H (-6.937, -0.435, 4.972)
H (-5.808, -0.745, 6.297)
H (-4.034, 1.705, 5.119)
H (-4.935, 1.822, 3.615)
H (-1.411, 0.557, 5.043)
H (-1.183, 2.322, 5.168)
H (-0.247, 1.378, 3.983)
C (1.167, 2.692, 1.379)
O (-0.044, 2.001, 1.327)
H (1.519, 2.758, 2.417)
H (1.045, 3.714, 1.002)
H (1.943, 2.199, 0.781)
C (0.268, 1.058, -1.198)
Ge (1.685, 0.187, -2.119)
C (3.125, -0.257, -0.862)
C (2.779, -0.778, 0.385)
C (3.759, -1.114, 1.309)
C (5.100, -0.928, 0.999)
C (5.457, -0.405, -0.236)
C (4.472, -0.072, -1.159)
C (1.027, -1.487, -2.896)
C (-0.127, -1.465, -3.679)
C (-0.644, -2.635, -4.215)
C (-0.012, -3.848, -3.974)
C (1.133, -3.884, -3.192)
C (1.647, -2.709, -2.656)
C (2.399, 1.317, -3.557)
C (3.225, 0.803, -4.556)
C (3.728, 1.622, -5.558)
C (3.401, 2.971, -5.577)
C (2.571, 3.494, -4.596)
C (2.073, 2.671, -3.593)
H (1.731, -0.907, 0.637)
H (3.475, -1.512, 2.276)
H (5.866, -1.185, 1.722)
H (6.501, -0.250, -0.479)
H (4.761, 0.347, -2.117)
H (-0.643, -0.526, -3.848)
H (-1.548, -2.602, -4.810)
H (-0.419, -4.764, -4.385)
H (1.624, -4.829, -2.990)
H (2.534, -2.751, -2.033)
H (3.471, -0.255, -4.561)
H (4.368, 1.207, -6.327)
H (3.788, 3.612, -6.361)
H (2.304, 4.544, -4.613)
H (1.412, 3.075, -2.834)

---

[6]
C4H3O3 | ωB97M-V/def2-TZVPD

Results
E_HOMO (eV): -4.816
2S+1: 1
Strongest force on any atom (Eh/bohr): 0.0867
Frontier orbital gap (eV): 8.489
Energy relative to the best compared isomer or geometry (same formula, charge and spin) (kJ/mol): 308.4
Charge: -1
Calculated total energy (Eh): -379.838700
LUMO level (eV): 3.7

CARTESIAN COORDINATES (ANGSTROEM)
C (0.391, 0.141, -0.137)
C (-0.806, -0.323, -0.183)
C (1.816, 0.080, 0.487)
C (-0.806, 1.012, -0.743)
O (2.452, -0.934, 0.213)
O (2.057, 1.055, 1.196)
O (-1.902, -1.741, 0.452)
H (-1.194, 1.854, -0.176)
H (-0.847, 1.152, -1.819)
H (-1.160, -2.296, 0.710)